[1]
Entry from the OMol25 dataset: C17H30AlBBrCl24F7NO4S2 as an isolated structure in a non-equilibrium geometry (wB97M-V/def2-TZVPD).

Last column: Mulliken charge in e.
Positions of all 88 atoms, in Å:
N 3.0241 -1.0423 1.7645  -0.4718
B 2.9172 -1.0913 0.2484  0.9276
O 2.5117 -2.4007 -0.3531  -0.6234
Al 3.2255 0.4697 -1.0504  -0.5467
S 2.7912 -0.0790 -3.2754  -0.4788
C 5.2913 0.8144 -1.0278  -0.3233
C 5.8538 1.2665 0.4422  0.3669
O 5.4943 0.7730 1.6290  -0.4607
Br 7.2968 2.7028 0.4547  -0.2056
S 2.2423 2.4403 -0.4850  0.9265
O 1.9663 3.2254 -1.8272  -0.6659
O 3.3665 3.3005 0.2200  -0.4382
C 0.8236 2.3789 0.6954  0.4343
F 1.3150 2.2205 2.1153  -0.2231
F 0.1658 3.7391 0.6785  -0.2970
C -0.3382 1.2783 0.4715  0.4495
F -1.5924 1.8524 1.0926  -0.2920
F -0.1363 -0.0215 1.2158  -0.2330
C -0.7389 0.9023 -1.0641  0.5581
F -2.1682 0.4117 -1.0066  -0.2044
F 0.0426 -0.2911 -1.5328  -0.1337
F -0.7529 2.0289 -2.0228  -0.2034
H 2.4225 -1.7718 2.2058  0.1952
H 2.8579 -0.0893 2.1539  0.1992
H 2.9338 -2.4318 -1.2832  0.2211
H 2.3550 1.1461 -3.8435  0.1030
H 5.4494 1.7446 -1.7569  0.2417
H 5.7968 -0.1528 -1.4733  0.2601
C 8.5464 0.8816 -3.1509  -0.3426
Cl 6.8611 0.5915 -3.5987  -0.0782
Cl 8.6888 2.2841 -2.0842  -0.1287
H 8.9338 0.0005 -2.6338  0.2448
H 9.1291 1.0635 -4.0573  0.3122
C -2.0200 1.9644 -4.9803  0.2493
Cl -3.7173 1.6789 -5.3834  -0.1901
Cl -0.9712 0.7784 -5.7667  -0.1379
H -1.7384 2.9657 -5.3151  0.2993
H -1.8939 1.8883 -3.8976  -0.2212
C -4.7692 -1.7558 -5.2110  0.4551
Cl -6.4665 -2.0413 -5.6142  -0.1879
Cl -3.7204 -2.9418 -5.9974  -0.1792
H -4.4875 -0.7545 -5.5458  -0.0988
H -4.6430 -1.8319 -4.1283  -0.0113
C -5.1490 -0.6550 -1.0077  -0.2180
Cl -6.2010 -1.0369 -2.3759  -0.1583
Cl -4.3326 -2.1043 -0.4090  -0.0616
H -4.3971 0.0700 -1.3285  0.1113
H -5.7527 -0.2287 -0.2028  0.3754
C -9.8475 -1.4555 -1.8682  0.0588
Cl -10.6384 -2.6581 -0.8420  -0.1144
Cl -10.6593 0.1108 -1.7542  -0.1629
H -8.8090 -1.3421 -1.5478  -0.0954
H -9.8784 -1.7975 -2.9056  0.2860
C 7.7201 6.1589 2.9093  -0.2614
Cl 6.8347 4.6824 3.3104  -0.0836
Cl 8.8833 5.8699 1.6098  -0.1880
H 7.0092 6.9235 2.5869  0.2503
H 8.2564 6.5043 3.7964  0.2647
C -3.3336 -4.8272 2.3324  -0.2057
Cl -3.8387 -6.3459 3.0830  -0.1673
Cl -3.1742 -5.0055 0.5809  -0.1556
H -4.0812 -4.0593 2.5453  0.2382
H -2.3686 -4.5283 2.7488  0.2829
C -12.1037 -5.2547 1.3635  -0.0980
Cl -11.5510 -6.2305 2.7300  -0.1615
Cl -12.0582 -6.1827 -0.1404  -0.1483
H -13.1301 -4.9300 1.5503  0.2869
H -11.4532 -4.3825 1.2631  0.1192
C 12.0300 5.2279 3.0125  0.1436
Cl 13.3163 6.3667 3.4289  -0.1766
Cl 12.6270 3.9607 1.9340  -0.1554
H 11.6527 4.7668 3.9285  0.2506
H 11.2233 5.7695 2.5126  -0.0709
C -13.5820 -9.8861 0.3352  0.1037
Cl -15.2793 -10.1716 -0.0680  -0.1580
Cl -12.5332 -11.0721 -0.4512  -0.1531
H -13.3004 -8.8848 0.0004  -0.0329
H -13.4558 -9.9622 1.4179  0.2523
C 2.7914 5.0406 2.9387  0.4699
Cl 4.1929 5.7861 2.1608  -0.1337
Cl 1.7840 6.2562 3.7341  -0.2045
H 2.1961 4.5256 2.1809  -0.4006
H 3.1391 4.3227 3.6855  0.1945
C 6.9114 0.6031 4.9958  0.2036
Cl 8.6061 0.7773 4.5237  -0.1575
Cl 6.6884 -0.7878 6.0638  -0.1898
H 6.5930 1.5080 5.5189  0.2168
H 6.3046 0.4631 4.0979  -0.0625

Summary:
Total charge = -1
Lowest unoccupied orbital energy = 1.15 eV

[2]
Entry from the OMol25 dataset: C17H30B3F6NO9 as an isolated structure in a non-equilibrium geometry (wB97M-V/def2-TZVPD).

Last column: natural (NBO) charge in e.
Positions of all 66 atoms, in Å:
C 1.1355 -0.6259 2.7504  -0.5987
C -0.2679 -0.2449 2.2495  -0.7901
B -0.9873 -1.4046 1.4688  1.1765
O -2.3842 -1.3451 1.3513  -0.8988
B -2.7654 -1.8530 0.1156  1.1530
C -3.6443 -1.0709 -0.9317  -0.5973
N -3.4601 0.3935 -0.9084  -0.8192
O -2.2455 -3.1101 -0.2158  -0.8858
B -0.8640 -2.9407 -0.2576  1.1880
C -0.0749 -3.1599 -1.5853  -0.7941
C 0.3124 -1.7543 -2.1335  -0.3698
C 1.8347 -1.4771 -2.1159  -0.4387
C 2.3774 -1.1766 -3.5212  -0.0633
O 3.3395 -0.1034 -3.5508  -0.5439
C 2.7516 1.1317 -3.4442  0.8076
C 2.9870 1.8418 -2.1369  -0.7314
O 2.0857 1.6156 -4.3410  -0.5576
O -0.2836 -2.4600 0.9158  -0.9016
H 1.0978 -1.0456 3.7504  0.2069
H 1.7434 0.2742 2.8308  0.2047
H 1.6505 -1.2873 2.0626  0.2134
H -0.2012 0.6183 1.5873  0.2384
H -0.9214 -0.0002 3.0847  0.2369
H -3.3092 -1.4029 -1.9157  0.2189
H -4.7028 -1.3193 -0.8897  0.2341
H -3.7445 0.7831 -0.0225  0.3601
H -2.4983 0.6300 -1.0952  0.3480
H 0.7774 -3.8284 -1.5060  0.2383
H -0.7641 -3.6199 -2.2903  0.2387
H -0.1514 -0.9885 -1.5016  0.1838
H -0.1170 -1.6060 -3.1183  0.2153
H 2.3263 -2.3822 -1.7731  0.2116
H 2.0904 -0.6959 -1.4095  0.2154
H 1.5901 -0.9323 -4.2305  0.1875
H 2.9007 -2.0494 -3.8943  0.1978
H 3.9271 1.5104 -1.7045  0.2341
H 3.0647 2.9092 -2.3093  0.2408
H 2.1890 1.6400 -1.4294  0.2394
C -3.0020 -3.4747 3.3315  -0.6319
C -3.0676 -4.0745 4.7199  -0.0780
O -4.2067 -4.9447 4.8784  -0.4767
C -4.1058 -6.1407 4.3237  0.6922
O -3.1731 -6.5758 3.7209  -0.5403
C -5.3880 -6.9452 4.5987  0.8975
F -6.4777 -6.2319 4.3072  -0.3084
F -5.4486 -7.2862 5.8898  -0.3099
F -5.4104 -8.0535 3.8742  -0.2986
H -3.9283 -2.9511 3.0968  0.2166
H -2.1762 -2.7796 3.2712  0.2154
H -2.8599 -4.2464 2.5758  0.2304
H -3.2004 -3.2909 5.4624  0.1961
H -2.1557 -4.6157 4.9711  0.1969
C 3.2018 6.2343 -3.6821  -0.6412
C 4.3311 6.9293 -2.9538  -0.0782
O 3.8408 7.9096 -2.0177  -0.4746
C 3.3455 7.4338 -0.8883  0.6937
O 3.2733 6.2876 -0.5636  -0.5461
C 2.8873 8.5990 0.0058  0.8977
F 2.1266 9.4582 -0.6741  -0.3071
F 3.9486 9.2630 0.4735  -0.3091
F 2.1889 8.1501 1.0376  -0.2989
H 2.5612 6.9637 -4.1781  0.2177
H 3.5986 5.5475 -4.4288  0.2276
H 2.5771 5.6670 -2.9940  0.2241
H 4.9484 7.4839 -3.6564  0.1987
H 4.9771 6.2208 -2.4362  0.1958

Summary:
Lowest unoccupied orbital energy = 0.22 eV

[3]
Entry from the OMol25 dataset: C17H30Br2N4S2Tc as an isolated structure (wB97M-V/def2-TZVPD).

Last column: Mulliken spin population.
Positions of all 56 atoms, in Å:
Tc 1.1188 -1.8260 1.0631  1.9516
Br 0.6656 -4.2689 0.4020  0.0102
C 2.6043 -4.5414 0.2615  -0.0021
Br 3.3890 -2.8187 0.7692  -0.0015
H 2.8572 -4.7584 -0.7720  0.0014
H 2.9204 -5.3010 0.9703  0.0014
N -0.4610 -3.2181 4.0879  0.0489
C -0.5643 -1.9105 4.1269  0.0177
S -0.1162 -0.8527 2.8135  0.0102
N -1.1388 -1.3828 5.2398  0.0695
C -1.2985 -0.0613 5.6776  0.3167
C -0.2536 0.9068 5.5397  0.0447
C -0.4333 2.1464 6.0704  0.1116
C -1.6430 2.4469 6.7574  0.2701
C -2.6892 1.4760 6.8756  0.1459
C -2.5035 0.2259 6.3683  -0.0026
H -0.1526 -3.6870 3.2520  -0.0075
H -0.7296 -3.8185 4.8610  0.0005
H -1.5716 -2.0594 5.8642  -0.0061
H 0.6887 0.6208 5.0946  -0.0052
H 0.3530 2.8883 6.0264  0.0049
H -1.7686 3.4131 7.2335  0.0026
H -3.6161 1.7504 7.3633  0.0066
H -3.2742 -0.5302 6.4618  -0.0023
C 0.6805 3.0968 -3.4702  -0.0003
C 2.0905 3.4023 -2.9697  0.0002
C 3.0504 2.2150 -2.9912  -0.0008
C 2.7196 1.0977 -2.0096  0.0039
N 1.6164 0.2407 -2.5318  -0.0084
C 0.6967 -0.4058 -1.8698  0.0200
S 0.5185 -0.0547 -0.1043  -0.0090
N -0.1976 -1.2039 -2.4093  0.0022
C -0.2773 -1.4885 -3.8732  0.0001
C -0.9556 -0.3652 -4.6551  0.0003
C -2.4738 -0.3044 -4.4600  -0.0004
C -2.9095 0.3670 -3.1547  0.0009
H 0.1091 4.0138 -3.6027  0.0000
H 0.1127 2.4713 -2.7721  0.0007
H 0.7075 2.5977 -4.4433  0.0000
H 2.0510 3.8101 -1.9552  -0.0001
H 2.5227 4.1892 -3.5869  -0.0001
H 4.0605 2.5494 -2.7502  -0.0001
H 3.1133 1.7927 -4.0015  0.0002
H 2.3978 1.5168 -1.0539  -0.0005
H 3.5814 0.4506 -1.8409  -0.0001
H 1.5911 0.1491 -3.5440  0.0005
H -0.9751 -1.4955 -1.8359  0.0035
H -0.8387 -2.4180 -3.9583  0.0001
H 0.7379 -1.6985 -4.2183  -0.0006
H -0.7094 -0.5161 -5.7076  0.0000
H -0.5156 0.5968 -4.3703  0.0003
H -2.8860 -1.3156 -4.5181  0.0000
H -2.9053 0.2324 -5.3034  -0.0001
H -2.8219 -0.2986 -2.2876  0.0001
H -3.9540 0.6688 -3.2009  0.0000
H -2.3206 1.2671 -2.9580  0.0001

Summary:
2S+1 = 4
<S²> = 3.790
Total charge = +4
Lowest unoccupied orbital energy (spin up / spin down) = -14.32 / -14.89 eV

[4]
Entry from the OMol25 dataset: a 4-piece molecular cluster, C17H30Cl2FN8O4S overall (wB97M-V/def2-TZVPD).

Last column: natural (NBO) charge in e.
Positions of all 63 atoms, in Å:
C 4.4282 4.8929 -1.9499  -0.6310
C 3.0966 5.3700 -1.3929  -0.1992
Cl 2.1098 5.9739 -2.7693  -0.0624
C 2.2954 4.3223 -0.5318  -0.0835
Cl 3.1147 2.7767 -0.3690  0.0729
N 0.9284 4.0984 -1.0250  -0.2371
N 0.7169 3.0710 -1.9568  -0.3930
C 0.2778 1.9906 -1.5285  0.1892
S -0.1952 0.6336 -0.9970  0.2998
C -0.0324 4.9228 -0.6361  0.6066
N 0.1559 5.8876 0.2959  -0.4742
C -1.0070 6.4831 0.4257  0.2964
N -1.9259 5.9677 -0.3914  -0.3504
N -1.3108 4.9679 -1.1111  -0.1822
C -2.0661 4.2657 -2.1269  -0.3625
C -3.1093 3.3771 -1.4670  0.8526
O -2.9316 2.7278 -0.5075  -0.4942
F -4.2845 3.4377 -2.0885  -0.3047
H 4.8372 5.7155 -2.5388  0.2353
H 5.1370 4.6737 -1.1532  0.2371
H 4.3009 4.0512 -2.6287  0.2336
H 3.2819 6.2287 -0.7489  0.2295
H 2.2121 4.7308 0.4706  0.2575
H -1.2183 7.3043 1.0956  0.2503
H -2.8904 6.2455 -0.4928  0.4515
H -1.4129 3.6983 -2.7825  0.3023
H -2.5735 5.0027 -2.7539  0.2534
C 2.8546 -1.2067 0.0314  0.5321
O 3.5680 -0.2200 -0.0991  -0.6672
N 3.2766 -2.4712 0.0480  -0.4111
C 2.3569 -3.5870 0.2062  -0.4076
C 4.6997 -2.7358 -0.0945  -0.4168
H 1.7615 -1.1170 0.1486  0.0886
H 2.5969 -4.1684 1.0925  0.2403
H 2.4128 -4.2404 -0.6659  0.1984
H 1.3380 -3.2153 0.3022  0.2043
H 5.2574 -2.2538 0.7082  0.2157
H 5.0658 -2.3423 -1.0429  0.2121
H 4.8646 -3.8091 -0.0569  0.2133
C 0.4807 -6.6590 2.1312  0.5346
O 1.4918 -6.0105 1.9209  -0.6552
N -0.6213 -6.1748 2.7282  -0.4203
C -1.8027 -6.9855 2.9362  -0.3984
C -0.6255 -4.7890 3.1765  -0.4142
H 0.3872 -7.7161 1.8330  0.1101
H -2.6600 -6.5473 2.4219  0.1994
H -2.0341 -7.0612 4.0004  0.1971
H -1.6337 -7.9868 2.5447  0.2108
H -0.4562 -4.1178 2.3389  0.2273
H 0.1639 -4.6339 3.9138  0.2055
H -1.5909 -4.5635 3.6207  0.2053
C -2.7965 -1.9120 1.0039  0.5253
O -2.2587 -2.9972 1.1285  -0.6312
N -3.5122 -1.5395 -0.0761  -0.4295
C -4.1421 -0.2372 -0.1808  -0.3962
C -3.6538 -2.4888 -1.1695  -0.4182
H -2.7412 -1.1299 1.7810  0.1085
H -5.2220 -0.3484 -0.2950  0.2032
H -3.7515 0.3014 -1.0456  0.1855
H -3.9417 0.3473 0.7144  0.2145
H -4.1361 -3.4015 -0.8206  0.2223
H -2.6757 -2.7593 -1.5685  0.2130
H -4.2557 -2.0401 -1.9559  0.2049

Summary:
Energy above the lowest of the compared OMol25 structures with the same formula, charge and spin = 0.0 kJ/mol
Total charge = +1
Lowest unoccupied orbital energy = -3.54 eV

What did the fourth record say?
Entry from the OMol25 dataset: a 4-piece molecular cluster, C17H30Cl2FN8O4S overall (wB97M-V/def2-TZVPD).

Last column: natural (NBO) charge in e.
Positions of all 63 atoms, in Å:
C 4.4282 4.8929 -1.9499  -0.6310
C 3.0966 5.3700 -1.3929  -0.1992
Cl 2.1098 5.9739 -2.7693  -0.0624
C 2.2954 4.3223 -0.5318  -0.0835
Cl 3.1147 2.7767 -0.3690  0.0729
N 0.9284 4.0984 -1.0250  -0.2371
N 0.7169 3.0710 -1.9568  -0.3930
C 0.2778 1.9906 -1.5285  0.1892
S -0.1952 0.6336 -0.9970  0.2998
C -0.0324 4.9228 -0.6361  0.6066
N 0.1559 5.8876 0.2959  -0.4742
C -1.0070 6.4831 0.4257  0.2964
N -1.9259 5.9677 -0.3914  -0.3504
N -1.3108 4.9679 -1.1111  -0.1822
C -2.0661 4.2657 -2.1269  -0.3625
C -3.1093 3.3771 -1.4670  0.8526
O -2.9316 2.7278 -0.5075  -0.4942
F -4.2845 3.4377 -2.0885  -0.3047
H 4.8372 5.7155 -2.5388  0.2353
H 5.1370 4.6737 -1.1532  0.2371
H 4.3009 4.0512 -2.6287  0.2336
H 3.2819 6.2287 -0.7489  0.2295
H 2.2121 4.7308 0.4706  0.2575
H -1.2183 7.3043 1.0956  0.2503
H -2.8904 6.2455 -0.4928  0.4515
H -1.4129 3.6983 -2.7825  0.3023
H -2.5735 5.0027 -2.7539  0.2534
C 2.8546 -1.2067 0.0314  0.5321
O 3.5680 -0.2200 -0.0991  -0.6672
N 3.2766 -2.4712 0.0480  -0.4111
C 2.3569 -3.5870 0.2062  -0.4076
C 4.6997 -2.7358 -0.0945  -0.4168
H 1.7615 -1.1170 0.1486  0.0886
H 2.5969 -4.1684 1.0925  0.2403
H 2.4128 -4.2404 -0.6659  0.1984
H 1.3380 -3.2153 0.3022  0.2043
H 5.2574 -2.2538 0.7082  0.2157
H 5.0658 -2.3423 -1.0429  0.2121
H 4.8646 -3.8091 -0.0569  0.2133
C 0.4807 -6.6590 2.1312  0.5346
O 1.4918 -6.0105 1.9209  -0.6552
N -0.6213 -6.1748 2.7282  -0.4203
C -1.8027 -6.9855 2.9362  -0.3984
C -0.6255 -4.7890 3.1765  -0.4142
H 0.3872 -7.7161 1.8330  0.1101
H -2.6600 -6.5473 2.4219  0.1994
H -2.0341 -7.0612 4.0004  0.1971
H -1.6337 -7.9868 2.5447  0.2108
H -0.4562 -4.1178 2.3389  0.2273
H 0.1639 -4.6339 3.9138  0.2055
H -1.5909 -4.5635 3.6207  0.2053
C -2.7965 -1.9120 1.0039  0.5253
O -2.2587 -2.9972 1.1285  -0.6312
N -3.5122 -1.5395 -0.0761  -0.4295
C -4.1421 -0.2372 -0.1808  -0.3962
C -3.6538 -2.4888 -1.1695  -0.4182
H -2.7412 -1.1299 1.7810  0.1085
H -5.2220 -0.3484 -0.2950  0.2032
H -3.7515 0.3014 -1.0456  0.1855
H -3.9417 0.3473 0.7144  0.2145
H -4.1361 -3.4015 -0.8206  0.2223
H -2.6757 -2.7593 -1.5685  0.2130
H -4.2557 -2.0401 -1.9559  0.2049

Summary:
Energy above the lowest of the compared OMol25 structures with the same formula, charge and spin = 0.0 kJ/mol
Total charge = +1
Lowest unoccupied orbital energy = -3.54 eV